89
Properties=species:S:1:pos:R:3:lowdin_charge:R:1 method="wB97M-V/def2-TZVPD" e_lumo_ev=0.53 charge=0 homo_ev=-9.3 total_energy_ev=-96231.4121 relative_energy_ev=0.000 smiles="FC(F)(F)C(F)(F)C(F)(F)C(F)(F)C(F)(F)C(F)(F)C(F)(F)C(F)(F)[SiH3].CNC(C)=O.CNC(C)=O.CNC(C)=O.CNC(C)=O.CNC(C)=O"
F -6.1241 -1.4871 1.6598 0.18
C -5.1008 -0.9348 0.9859 -0.52
F -4.7151 0.1946 1.5796 0.19
F -5.5167 -0.6397 -0.2611 0.17
C -3.9343 -1.9494 0.8566 -0.32
F -2.8967 -1.3808 0.2128 0.16
F -4.4128 -2.9377 0.0518 0.13
C -3.4659 -2.6758 2.1606 -0.34
F -2.3236 -3.3222 1.8709 0.18
F -4.4098 -3.6024 2.4482 0.16
C -3.2859 -1.8532 3.4569 -0.33
F -2.9393 -2.7359 4.4268 0.16
F -4.4670 -1.3122 3.8134 0.17
C -2.1948 -0.7401 3.4477 -0.33
F -2.1412 -0.1189 2.2583 0.15
F -2.5726 0.1798 4.3570 0.17
C -0.7602 -1.2076 3.8486 -0.35
F -0.7190 -1.2179 5.2006 0.14
F -0.4757 -2.4435 3.4322 0.16
C 0.3425 -0.2295 3.3611 -0.38
F -0.0244 1.0486 3.6199 0.10
F 1.4241 -0.4826 4.1389 0.13
C 0.7592 -0.3900 1.8647 -0.54
F 1.9946 -0.9497 1.8517 0.05
F -0.0706 -1.2742 1.2461 0.04
Si 0.8317 1.2512 0.7973 0.80
H 0.5017 0.8929 -0.5775 -0.05
H -0.2231 2.2014 1.2169 -0.06
H 2.1766 1.8318 0.9321 -0.04
C 4.4337 0.2806 -2.2703 -0.01
C 3.5239 -0.6878 -1.5584 -0.53
O 2.3916 -0.3741 -1.2080 -0.04
N 3.9900 -1.9359 -1.3041 0.01
C 5.2881 -2.4914 -1.6335 -0.08
H 3.9212 1.2287 -2.3902 0.05
H 5.3410 0.4505 -1.6895 0.09
H 4.6997 -0.1051 -3.2566 0.09
H 3.3281 -2.5234 -0.8216 0.14
H 5.1679 -3.3624 -2.2802 0.08
H 5.8012 -2.8045 -0.7227 0.08
H 5.9013 -1.7584 -2.1454 0.07
C -4.8061 -5.5333 -4.5425 -0.01
C -4.6764 -4.1404 -5.1132 -0.56
O -4.3452 -3.9446 -6.2703 0.03
N -4.9448 -3.0988 -4.2816 0.01
C -5.3500 -3.1406 -2.8869 -0.08
H -4.5611 -6.2478 -5.3215 0.08
H -4.1188 -5.6730 -3.7073 0.08
H -5.8261 -5.7175 -4.2034 0.08
H -4.8393 -2.1984 -4.7203 0.14
H -6.3224 -2.6565 -2.7756 0.09
H -4.6234 -2.6062 -2.2822 0.06
H -5.4238 -4.1619 -2.5302 0.07
C 4.8551 3.7946 -4.9239 -0.01
C 4.0078 3.9339 -3.6812 -0.54
O 4.2366 3.2873 -2.6678 0.01
N 2.9730 4.8061 -3.7212 0.02
C 2.5503 5.6544 -4.8185 -0.07
H 5.6344 3.0642 -4.7306 0.08
H 4.2512 3.4514 -5.7646 0.09
H 5.3214 4.7463 -5.1807 0.08
H 2.4427 4.8472 -2.8629 0.12
H 2.5880 6.6979 -4.4987 0.08
H 1.5222 5.4051 -5.0838 0.09
H 3.1876 5.5243 -5.6861 0.07
C 1.2874 6.7480 -0.7413 -0.01
C 0.2673 6.6507 -1.8510 -0.56
O -0.0533 5.5802 -2.3450 0.02
N -0.2936 7.8054 -2.2954 0.01
C -0.0424 9.1602 -1.8386 -0.07
H 1.6344 5.7474 -0.5008 0.08
H 2.1418 7.3506 -1.0530 0.09
H 0.8435 7.1873 0.1522 0.09
H -0.9649 7.6671 -3.0337 0.14
H -0.9656 9.6043 -1.4632 0.08
H 0.3243 9.7707 -2.6653 0.08
H 0.6959 9.1693 -1.0447 0.07
C 1.4923 -3.4722 6.0098 -0.01
C 1.9208 -4.9100 5.8425 -0.55
O 2.8803 -5.2292 5.1615 0.03
N 1.1852 -5.8580 6.4868 0.00
C 0.0199 -5.6692 7.3296 -0.08
H 2.1639 -2.8388 5.4395 0.08
H 0.4802 -3.3337 5.6414 0.06
H 1.5386 -3.1797 7.0598 0.09
H 1.5194 -6.7960 6.3363 0.14
H 0.2155 -6.0569 8.3312 0.08
H -0.8347 -6.2050 6.9121 0.08
H -0.2335 -4.6178 7.4070 0.07